# 1
ORCA calculation (ωB97M-V/def2-TZVPD) on 8 unconnected molecules or ions with the total composition C12H44BNO11.

Cartesian coordinates (Å):
N1 1.719 0.045 1.983
H1 0.842 -0.139 1.518
H2 1.653 -0.186 2.964
H3 1.947 1.028 1.945
H4 2.434 -0.458 1.478
B1 -0.677 -0.333 0.511
H5 -1.575 -0.575 -0.036
H6 -0.045 0.174 -0.201
H7 -0.907 0.291 1.360
H8 -0.187 -1.223 0.875
C1 1.514 3.558 -3.389
C2 0.440 2.520 -2.972
O1 0.920 1.545 -2.112
H9 0.968 4.296 -3.977
H10 2.266 3.126 -4.049
H11 2.089 4.065 -2.614
H12 -0.011 2.046 -3.844
H13 -0.321 3.076 -2.425
H14 0.248 0.949 -1.771
C3 -0.075 4.420 3.121
C4 -0.162 3.218 2.209
O2 1.183 2.817 2.160
O3 0.549 5.515 2.455
H15 0.448 4.111 4.025
H16 -1.053 4.763 3.461
H17 -0.525 3.586 1.249
H18 -0.842 2.484 2.642
H19 1.565 3.446 1.544
H20 1.468 5.267 2.334
C5 -0.600 -3.388 -3.501
C6 -0.965 -2.351 -2.451
O4 0.026 -2.283 -1.408
O5 -1.052 -4.709 -3.184
H21 0.482 -3.392 -3.632
H22 -1.052 -3.125 -4.458
H23 -1.960 -2.610 -2.089
H24 -0.894 -1.396 -2.971
H25 -0.291 -1.647 -0.762
H26 -0.732 -5.333 -3.840
C7 -2.005 -3.828 1.404
C8 -0.598 -4.449 0.981
O6 -0.768 -5.192 -0.204
O7 -2.490 -2.804 0.496
H27 -1.957 -3.340 2.377
H28 -2.715 -4.598 1.707
H29 -0.044 -4.970 1.762
H30 0.100 -3.662 0.696
H31 -1.110 -4.564 -0.845
H32 -1.884 -2.064 0.578
C9 4.424 -0.963 0.090
C10 3.262 -0.383 -0.696
O8 2.984 1.002 -0.376
O9 4.117 -1.384 1.378
H33 5.204 -0.213 0.217
H34 4.855 -1.778 -0.491
H35 2.369 -1.008 -0.700
H36 3.560 -0.274 -1.738
H37 2.272 1.301 -0.946
H38 4.954 -1.495 1.836
C11 -3.758 1.389 1.745
C12 -3.665 1.141 0.265
O10 -2.419 1.593 -0.225
O11 -2.959 0.521 2.499
H39 -4.729 1.165 2.186
H40 -3.507 2.423 1.983
H41 -4.488 1.780 -0.055
H42 -3.925 0.126 -0.038
H43 -1.808 0.865 -0.088
H44 -2.108 0.467 2.057

Calculated values
ΔE to the lowest compared entry with this formula, charge and spin   102.74 kJ/mol
Total charge   0
Kohn-Sham gap   8.91 eV
Energy   -1390.5972 a.u.



# 2
ORCA calculation (ωB97M-V/def2-TZVPD) on CHBrN4 in the gas phase.

Cartesian coordinates (Å):
C1 -0.592 -0.369 0.554
N1 -1.306 0.761 0.466
N2 0.608 -0.604 -0.026
N3 -1.762 1.676 -0.039
N4 1.281 0.211 -0.672
Br1 2.816 -0.445 -1.448
H1 -1.045 -1.230 1.165

Calculated values
ΔE to the lowest compared entry with this formula, charge and spin   134.25 kJ/mol
Total charge   0
Kohn-Sham gap (alpha / beta)   8.33 / 8.33 eV
Energy   -2831.6031 a.u.



# 3
ORCA calculation (ωB97M-V/def2-TZVPD) on C2H5NO2S in the gas phase.

Cartesian coordinates (Å):
C1 0.492 0.935 -0.031
C2 -0.857 -1.204 -0.208
N1 -0.467 -0.032 0.373
O1 -0.920 0.108 1.696
O2 -1.727 -1.953 0.161
S1 0.192 -1.657 -1.610
H1 0.626 1.041 -1.168
H2 0.141 1.926 0.072
H3 1.390 0.771 0.616
H4 -1.831 -0.129 1.668
H5 0.194 -2.951 -1.054

Calculated values
SMILES   CN(O)C(=O)S
ΔE to the lowest compared entry with this formula, charge and spin   223.81 kJ/mol
Total charge   0
Kohn-Sham gap   10.00 eV
Energy   -682.5543 a.u.



# 4
ORCA calculation (ωB97M-V/def2-TZVPD) on 5 unconnected molecules or ions with the total composition C28H56N3O7.

Cartesian coordinates (Å):
O1 1.325 -0.102 -0.610
H1 1.478 0.770 -0.220
C1 -3.057 2.363 6.285
C2 -3.316 1.699 4.909
C3 -4.012 2.800 4.064
C4 -4.184 2.407 2.595
C5 -2.791 2.237 2.042
C6 -1.966 1.146 2.751
N1 -2.040 1.257 4.217
O2 -1.017 1.476 4.866
C7 -0.539 1.432 2.238
C8 -2.393 -0.259 2.323
C9 -4.216 0.503 5.226
H2 -2.273 1.870 6.864
H3 -3.901 2.271 6.965
H4 -2.664 3.378 6.230
H5 -3.390 3.698 4.055
H6 -4.960 3.099 4.510
H7 -4.796 3.084 1.999
H8 -4.746 1.472 2.502
H9 -2.325 3.225 2.060
H10 -2.796 2.030 0.970
H11 -0.448 1.451 1.152
H12 0.232 0.779 2.644
H13 -0.209 2.449 2.460
H14 -2.147 -0.407 1.272
H15 -3.451 -0.426 2.528
H16 -1.868 -1.063 2.842
H17 -5.204 0.778 4.852
H18 -4.353 0.088 6.222
H19 -3.877 -0.343 4.626
C10 -1.384 -0.406 -2.417
C11 -1.012 0.937 -3.020
C12 -1.563 1.996 -1.970
C13 -0.888 3.350 -2.029
C14 0.628 3.152 -1.882
C15 1.302 2.306 -2.993
N2 0.510 1.024 -3.119
O3 0.994 0.146 -3.809
C16 2.755 1.962 -2.619
C17 1.304 3.171 -4.265
C18 -1.689 1.171 -4.370
H20 -0.725 -0.688 -1.591
H21 -1.300 -1.147 -3.214
H22 -2.358 -0.384 -1.929
H23 -1.429 1.533 -0.992
H24 -2.613 2.202 -2.180
H25 -1.049 3.930 -1.119
H26 -1.077 3.949 -2.920
H27 0.748 2.602 -0.942
H28 1.219 4.042 -1.665
H29 3.411 2.812 -2.808
H30 3.178 1.191 -3.263
H31 2.812 1.663 -1.576
H32 0.401 3.345 -4.852
H33 1.973 2.642 -4.947
H34 1.670 4.181 -4.094
H35 -1.680 2.207 -4.707
H36 -2.694 0.757 -4.427
H37 -1.175 0.611 -5.157
C19 4.198 -4.164 -1.241
C20 3.183 -3.035 -1.485
C21 2.284 -3.521 -2.674
C22 1.309 -4.662 -2.394
C23 0.395 -4.196 -1.243
C24 1.161 -3.802 0.030
N3 2.242 -2.842 -0.283
O4 2.844 -2.219 0.562
C25 1.771 -5.072 0.624
C26 0.188 -3.155 1.013
C27 3.874 -1.753 -1.908
H38 4.504 -4.226 -0.194
H39 5.064 -4.151 -1.898
H40 3.800 -5.178 -1.305
H41 2.912 -3.737 -3.538
H42 1.618 -2.711 -2.990
H43 1.914 -5.552 -2.207
H44 0.692 -4.981 -3.234
H45 -0.332 -4.959 -0.964
H46 -0.223 -3.361 -1.582
H47 2.337 -5.673 -0.086
H48 1.023 -5.818 0.897
H49 2.415 -4.948 1.495
H50 -0.825 -3.555 0.975
H51 0.021 -2.127 0.676
H52 0.517 -3.083 2.049
H53 3.276 -0.841 -1.912
H54 4.361 -1.728 -2.884
H55 4.722 -1.538 -1.254
O5 3.803 0.684 0.618
C28 3.907 1.676 1.546
O6 5.012 2.158 1.810
O7 2.803 2.063 2.013
H56 2.866 0.587 0.403

Calculated values
Total charge   +1
Kohn-Sham gap   2.43 eV
Energy   -1790.7583 a.u.



# 5
ORCA calculation (ωB97M-V/def2-TZVPD) on C3H5N in the gas phase.

Cartesian coordinates (Å):
C1 -0.549 0.078 0.071
C2 0.644 0.900 -0.046
C3 0.724 -0.652 -0.067
N1 -2.322 0.094 -0.052
H1 0.894 1.508 -0.972
H2 1.208 1.241 0.887
H3 1.224 -1.027 0.934
H4 0.899 -1.275 -0.862
H5 -2.723 -0.867 0.108

Calculated values
SMILES   N=C1CC1
ΔE to the lowest compared entry with this formula, charge and spin   586.08 kJ/mol
Total charge   0
Kohn-Sham gap (alpha / beta)   8.41 / 10.24 eV
Energy   -171.8319 a.u.